72
Properties=species:S:1:pos:R:3 method="wB97M-V/def2-TZVPD" e_homo_ev="-0.95 / -1.09" e_above_lowest_ev=0.000 multiplicity=2 homo_lumo_gap_ha="0.189 / 0.194" s2=0.76 lumo_energy_ev="4.20 / 4.20" charge=-2
C 0.68387 2.43101 -3.98260
S 1.74017 1.48823 -1.05265
H 0.46476 -3.62619 -1.56624
H 4.70539 -0.79617 3.74956
C -5.44094 0.79022 -0.82722
C 2.98161 -1.33892 0.87102
H 0.95623 5.89988 -1.81021
N -0.75289 0.90161 1.68121
S -0.46289 3.96427 -0.25152
H 3.20903 0.09306 3.45280
C -5.31409 -1.78059 -1.83308
C -0.45038 0.06436 5.77756
H -7.03548 -2.19997 -0.60740
C 2.45305 -3.66106 0.61332
C 4.02973 -0.44318 2.96912
C 1.99360 5.68076 -1.54604
H 0.61736 1.42676 -3.56041
C 3.49484 -2.88615 2.62719
H 2.94201 -4.93800 2.25216
C 2.96959 -3.92600 1.87024
H 2.00463 -2.13681 -0.85625
C -1.45360 1.60205 2.55826
C 2.44952 -2.36482 0.10681
H -2.07401 2.39059 2.14607
H 2.96521 -0.32775 0.48031
C -4.39025 -0.82637 -2.23339
H 1.61742 5.96830 0.54881
C 0.03143 -0.07837 2.10527
C -0.65469 -4.10926 0.07155
C -4.43292 0.48198 -1.74131
P 0.93314 3.25332 -1.45104
C -6.31520 -1.45422 -0.92505
H 0.82245 -1.21038 3.75896
O 2.65855 -5.17392 -1.49766
H -0.11532 2.53787 -4.71662
O 1.53353 -6.08495 0.52687
N 0.37668 -4.43986 -0.92261
H -7.13927 0.11045 0.29349
C 3.50491 -1.58360 2.13950
O -0.16292 -1.98323 -1.81782
C 2.33948 6.28969 -0.20071
H 2.11458 3.70631 -4.97768
H 2.33341 7.38212 -0.26010
O 2.21974 4.27516 -1.52655
H 3.89485 -3.09192 3.61440
C 2.04580 2.68498 -4.59563
C -6.37123 -0.16117 -0.42376
H -1.97421 1.95122 4.62243
H -2.08525 -3.82857 -1.51002
H -5.48913 1.79382 -0.42070
C -1.39428 1.36278 3.92546
N -0.36449 -0.15033 6.90391
H 2.21364 1.99037 -5.42287
H -1.03526 -5.02741 0.51845
H -5.24357 -2.78995 -2.22501
H 0.56613 -0.62337 1.33523
H 3.33368 5.96279 0.10980
H -3.60223 -1.09589 -2.92595
H 2.63455 6.09675 -2.32994
C -1.15501 -1.93246 -1.04490
H -0.22389 -3.49781 0.87721
C -0.55817 0.34284 4.36541
C 0.17232 -0.40367 3.44790
Te -3.00861 1.92477 -2.36365
O -1.68851 -0.92213 -0.54220
C -1.73858 -3.29449 -0.62092
O 0.38389 3.38941 -2.96310
H 2.83008 2.53649 -3.85281
H -2.58157 -3.14189 0.05137
S 1.78316 -4.98621 -0.37297
H 4.55864 0.28068 2.34907
Pd -0.85379 1.26213 -0.94213

26
Properties=species:S:1:pos:R:3 method="wB97M-V/def2-TZVPD" smiles=Cc1ccccc1.CCC e_homo_ev=-8.85 e_above_lowest_ev=2.283 homo_lumo_gap_ha=0.364 lumo_energy_ev=1.05 charge=0
H 2.14929 0.10954 -3.49020
H 0.39988 -2.05156 -3.08423
C 0.04011 0.56243 2.62973
H -1.30605 1.65271 -0.29541
C -2.45901 0.59566 1.05639
H -0.31009 -1.02541 -0.67933
H 0.26587 -2.60200 -0.47880
H -3.45360 0.65497 0.51349
H 1.12054 -1.10603 -0.10792
C -0.08287 1.08405 1.27071
H 1.70505 2.25161 0.80492
C 1.15302 0.00179 -2.95397
C -2.37628 0.00069 2.36106
C -1.26712 1.15535 0.64578
H 1.08928 0.53545 -2.02153
C -1.13851 -0.01946 3.06006
H 0.98328 1.65301 -0.50814
C 0.57322 -1.58324 -0.94156
H -1.14111 -0.34053 4.09616
H -3.20007 -0.50013 2.82862
H 1.82188 0.47264 0.35722
H 2.04592 -1.91771 -2.59671
H 0.86516 0.43490 3.16132
C 1.12279 1.35417 0.50258
C 1.06014 -1.46948 -2.46888
H 0.33929 0.09658 -3.66135

8
Properties=species:S:1:pos:R:3 method="wB97M-V/def2-TZVPD" e_homo_ev=-7.79 e_above_lowest_ev=3.800 homo_lumo_gap_ha=0.298 lumo_energy_ev=0.33 charge=0
H 1.28813 2.35958 -0.05047
S 1.13412 0.15252 0.70955
H -1.88602 -0.40301 -0.19362
C -0.19863 -1.48172 0.16241
N -1.35679 -1.08438 0.13742
H 0.35012 1.34091 -1.09632
N 0.45065 1.55016 -0.04827
H 0.21843 -2.43407 0.37929